1.
Molecular formula: C13H20F4N5STm
Method: DFT, ωB97M-V/def2-TZVPD

* expectation value of S²: 2.002
* charge: +2
* multiplicity: 3
* HOMO (spin up / spin down): -14.08 / -14.09 eV
* max |F|: 0.8 eV Å⁻¹

XYZ file:
```
44
Properties=species:S:1:pos:R:3:lowdin_charge:R:1
F 4.529 0.317 1.381 0.1186
C 1.175 -1.073 1.680 -0.1881
H 4.632 0.270 -2.887 0.1437
N -0.083 -0.582 1.318 -0.1577
C 3.883 -1.800 2.235 0.1064
Tm 0.005 0.815 -0.240 1.3802
N 3.781 -0.242 -2.704 0.1609
H -3.413 -1.014 1.048 0.1330
H 4.900 -2.090 2.458 0.1548
H -4.470 -1.402 -0.782 0.0855
H -1.818 2.372 1.629 0.0919
H -4.692 0.140 -1.623 0.0865
N 2.718 1.656 -2.059 -0.0462
F 0.541 -3.187 2.521 0.1247
H 1.895 3.165 -1.113 0.1260
H -3.224 1.967 -1.089 0.1320
H -2.249 0.145 -2.234 0.1185
H 1.155 2.788 -2.524 0.1282
F 3.052 -3.841 3.019 0.1486
H 3.515 2.193 -2.373 0.1758
H -1.246 2.975 0.038 0.0503
C 1.502 -2.306 2.233 -0.1311
N -2.271 0.340 -0.143 -0.3203
H -2.023 -1.359 -1.345 0.1185
C 3.583 -0.571 1.686 -0.2174
C -1.315 -1.381 1.420 -0.1874
H -2.583 0.259 1.930 0.1300
H -4.202 -1.293 -2.511 0.0987
N 1.570 2.386 -1.684 -0.0160
H 3.788 -1.237 -2.873 0.1285
C -2.480 -0.454 1.113 -0.1450
C -2.608 -0.435 -1.375 -0.2418
H -3.943 1.522 0.446 0.1429
S 1.287 -0.652 -2.017 0.7004
C 2.673 0.327 -2.265 -0.7843
H -1.292 -2.235 0.736 0.1270
C -2.992 1.642 -0.075 -0.2172
C -2.135 2.688 0.632 -0.0736
C 2.272 -0.255 1.438 -0.1367
H -1.468 -1.787 2.419 0.1358
C -4.080 -0.760 -1.570 -0.0431
H -2.674 3.627 0.742 0.1110
F 1.982 1.006 0.867 -0.0627
C 2.822 -2.648 2.497 -0.1896
```

***

2.
Molecular formula: C2H6O2S
Method: DFT, ωB97M-V/def2-TZVPD

* energy relative to the best compared isomer or geometry (same formula, charge and spin): 1.501 eV
* charge: 0
* SMILES string: CS(C)(=O)=O
* HOMO: -10.65 eV
* max |F|: 4.5 eV Å⁻¹

XYZ file:
```
11
Properties=species:S:1:pos:R:3:lowdin_charge:R:1
S 0.439 -0.166 0.543 0.6218
H -1.346 1.656 0.805 0.0504
H -1.107 -1.538 -0.914 0.0958
O 1.852 0.122 0.361 -0.3514
H -0.617 1.414 -0.815 0.0356
C -0.444 1.493 0.242 -0.1030
C -0.049 -1.394 -0.624 -0.1497
H 0.413 -1.082 -1.485 0.0250
H 0.541 -2.246 -0.381 0.0699
O 0.169 -0.659 1.891 -0.3593
H 0.148 2.400 0.377 0.0650
```

***

3.
Molecular formula: C15H39N6O5S
Method: DFT, ωB97M-V/def2-TZVPD

* charge: +1
* HOMO: -11.26 eV
* max |F|: 0.8 eV Å⁻¹

XYZ file:
```
66
Properties=species:S:1:pos:R:3:lowdin_charge:R:1
H -0.845 -0.114 3.892 0.1092
C -0.903 -0.510 2.876 -0.2960
C -5.167 -2.971 -1.296 -0.3364
C 1.112 -1.941 3.626 -0.2312
H -4.453 -1.147 2.663 0.0706
C -0.834 5.178 -1.762 -0.3369
H 4.955 3.603 -1.199 0.0845
H -4.714 -2.030 -3.617 0.0879
C 3.018 -3.425 1.366 -0.3337
C 1.948 2.269 -0.332 -0.0297
H 1.422 1.659 -1.070 0.0921
H 1.782 -0.711 1.209 0.0939
N 4.003 -3.202 0.501 -0.1701
H -1.115 0.304 2.177 0.1145
H 5.949 -3.971 0.348 0.0946
N -4.859 -1.685 -1.579 -0.1968
H 5.472 -3.424 1.963 0.0875
H -1.892 4.614 -4.693 0.0919
O 1.168 -0.283 1.826 -0.0269
C 4.102 1.269 -0.778 -0.3250
C -4.783 -0.800 -0.437 -0.0557
H -2.452 2.654 -3.134 0.0841
N 0.755 -3.333 3.839 0.0265
H 1.827 1.807 0.643 0.0747
C -1.813 3.063 -2.354 -0.0442
H 2.166 -1.884 3.352 0.1033
H -3.597 -0.801 -3.008 0.0873
H -3.727 -0.087 3.698 0.0833
C 0.379 -1.261 2.458 -0.4476
H 3.379 4.175 -1.771 0.0926
H -0.730 6.237 -2.043 0.1366
H -3.321 5.004 -3.718 0.0912
O 1.823 -3.422 1.060 -0.0253
C -2.233 5.084 -3.769 -0.0543
C 3.901 3.694 -0.942 -0.0463
H 0.695 -3.791 2.932 0.0578
H -1.969 6.140 -3.803 0.0855
H -5.237 -3.621 -2.181 0.1390
H 3.128 -3.753 -1.335 0.0950
C 5.397 -3.207 0.898 -0.0396
H -2.271 -2.186 3.960 0.0237
S -2.315 -1.593 2.742 1.1190
H 3.809 4.332 -0.062 0.0950
H -0.863 2.527 -2.351 0.0834
H 3.068 -2.011 -0.952 0.0633
N -1.610 4.475 -2.612 -0.1960
H 4.599 -2.758 -1.430 0.0932
O 3.712 0.123 -0.570 -0.0149
H -2.285 2.912 -1.381 0.0882
H 1.507 3.263 -0.317 0.0623
H -4.490 0.202 -0.744 0.0893
H 5.137 1.473 -1.090 0.1357
H 1.004 -1.390 4.566 0.1255
H 0.121 -2.060 1.751 0.1151
O -5.338 -3.375 -0.159 0.0020
N -3.624 -0.567 2.806 -0.2267
O -0.292 4.707 -0.778 -0.0014
H -5.748 -0.757 0.074 0.0972
C 3.669 -2.918 -0.891 -0.0334
H 3.354 -3.612 2.397 0.1390
H -0.101 -3.479 4.360 0.0550
H 5.851 -2.235 0.702 0.0929
H -4.057 -1.203 0.270 0.0475
C -4.609 -1.202 -2.917 -0.0517
N 3.354 2.377 -0.682 -0.1830
H -5.320 -0.422 -3.197 0.0917
```

***

4.
Molecular formula: C3H9NO2
Method: DFT, ωB97M-V/def2-TZVPD

* energy relative to the best compared isomer or geometry (same formula, charge and spin): 1.205 eV
* charge: 0
* SMILES string: CC(=O)O.CN
* HOMO: -9.29 eV
* max |F|: 2.0 eV Å⁻¹

XYZ file:
```
15
Properties=species:S:1:pos:R:3:lowdin_charge:R:1
H 1.672 -1.011 0.272 0.0631
H 2.508 1.739 0.405 0.0570
O -0.559 -0.931 -1.116 0.0400
H -3.359 0.329 0.024 0.0925
C -2.702 -0.457 -0.389 0.0114
O -1.077 1.245 -1.140 0.1058
H 1.513 -0.332 1.887 0.0711
H -3.280 -0.907 -1.179 0.0845
H -2.324 -1.032 0.474 0.1013
H 0.712 0.328 0.491 0.0530
H 0.276 -0.474 -1.284 0.0911
H 3.561 0.668 1.176 0.0552
C -1.443 0.120 -0.976 -0.5670
N 2.814 0.785 0.511 -0.0510
C 1.688 -0.070 0.844 -0.2080
```

***

5.
Molecular formula: C2H6O
Method: DFT, ωB97M-V/def2-TZVPD

* energy relative to the best compared isomer or geometry (same formula, charge and spin): 1.521 eV
* charge: 0
* SMILES string: C=C.O
* HOMO: -10.11 eV
* max |F|: 3.8 eV Å⁻¹

XYZ file:
```
9
Properties=species:S:1:pos:R:3:lowdin_charge:R:1
O 6.662 -2.142 0.234 -0.0921
H 5.780 -2.152 0.595 0.0163
H -4.621 0.569 -0.347 0.0363
H -3.719 1.310 1.380 0.0798
H 6.805 -1.805 -0.707 0.0758
C -3.832 0.822 0.346 -0.0872
H -1.853 1.388 0.253 0.0109
C -2.669 1.053 -0.316 -0.1048
H -2.554 0.957 -1.438 0.0650
```

***

6.
Molecular formula: C30H45HfNO4P2
Method: DFT, ωB97M-V/def2-TZVPD

* energy relative to the best compared isomer or geometry (same formula, charge and spin): 0.491 eV
* charge: +2
* HOMO (spin up / spin down): -12.07 / -12.05 eV
* max |F|: 7.0 eV Å⁻¹

XYZ file:
```
83
Properties=species:S:1:pos:R:3:lowdin_charge:R:1
H -0.298 -0.602 -5.671 0.0578
C -3.106 2.469 -0.061 -0.1048
H 0.561 0.216 4.213 0.0745
H -0.847 1.807 -1.253 0.0668
N 2.502 2.509 6.740 -0.2948
H 2.183 -0.291 -4.332 0.0655
Hf 1.317 -1.052 -0.047 1.6633
O 3.345 1.912 7.459 0.0863
C 2.670 2.455 5.309 -0.1157
H 1.683 -3.932 -3.047 0.0612
H 4.523 1.380 5.480 0.1339
C 1.629 2.528 3.132 0.0158
H -1.777 -0.750 -4.608 0.0447
C -2.485 3.206 -1.203 -0.1835
H 0.241 -2.994 -3.204 0.0307
H -1.217 0.058 4.222 0.0911
C -0.212 -1.317 2.921 -0.1897
H -0.399 -1.786 -4.359 -0.0145
C -0.691 -2.219 0.837 -0.3156
C 0.423 1.798 -4.753 -0.2216
O 1.515 3.124 7.203 0.0928
H 2.357 0.751 -2.889 0.0705
H -1.485 -3.735 -0.485 0.1013
H 1.302 2.406 -4.478 0.0515
C -1.540 2.265 -1.978 -0.2590
C -3.450 1.322 -3.418 -0.0414
C 0.572 -2.759 1.304 -0.3965
H -3.597 0.961 -4.473 0.1222
H 2.108 -4.245 1.227 0.1190
H 2.282 -1.497 4.070 0.0876
C 0.912 -2.094 2.545 -0.2172
H 4.291 -1.166 -3.289 0.0693
H 0.930 3.627 4.900 0.1354
H 0.685 -4.548 0.155 0.1190
H 1.896 -3.305 -0.276 0.0218
H -4.755 2.788 -2.515 0.1109
O 1.158 0.938 0.873 -0.1226
C 1.676 2.969 4.452 0.0413
C -4.691 1.704 -2.654 -0.1822
C 1.352 -3.779 0.578 -0.0232
H 4.464 -1.738 -1.611 0.0490
C -2.263 1.191 -2.764 -0.2643
C -0.276 -0.499 4.159 0.0042
C -2.498 -0.700 1.956 -0.0113
C 3.720 1.302 3.479 0.0227
C 1.334 -2.930 -3.330 -0.2325
H -3.125 -1.106 2.776 0.1224
H -5.572 1.407 -3.231 0.1204
H 4.560 0.763 3.054 0.1355
H -2.627 2.622 0.918 0.1030
H -4.688 -0.059 -1.373 0.1143
O 3.037 -0.201 1.061 -0.1132
H -0.210 -1.161 5.032 0.1089
H 3.028 -2.392 2.759 0.0858
C -4.077 1.549 -0.116 -0.1274
H -4.465 1.192 0.853 0.1069
P 0.120 0.439 -3.466 0.8524
H -1.913 4.065 -0.825 0.1170
C 2.601 1.605 2.682 -0.1359
H -2.003 0.148 -2.419 0.0848
C 2.310 0.801 1.481 -0.4757
H -0.383 2.537 -4.867 0.0499
H -3.070 -0.822 1.023 0.0647
H -3.267 3.616 -1.855 0.1027
C -0.678 -0.774 -4.652 -0.2229
H -0.888 2.881 -2.612 0.0924
C 2.120 -2.332 3.371 -0.0109
H 4.043 -2.898 -2.894 0.0653
H 1.551 -2.803 -4.409 0.0861
H 0.579 1.432 -5.790 0.0594
H -2.539 -2.335 -0.244 0.0913
C -1.492 -2.646 -0.347 -0.0243
H 0.871 2.946 2.465 0.1353
C 3.898 -1.867 -2.540 -0.2100
H -1.122 -2.193 -1.280 0.0506
H 2.050 -3.265 3.955 0.1162
P 2.099 -1.623 -2.242 0.7232
C -4.856 1.025 -1.277 -0.1835
H -2.373 0.379 2.161 0.0908
H -5.933 1.126 -1.052 0.1256
C 3.728 1.683 4.809 0.0395
C -1.175 -1.370 1.893 -0.1684
C 1.821 -0.118 -3.320 -0.5922
```